The following is a quantum chemistry calculation of one molecule with the formula C6H9N at a distorted geometry, from OMol25.

Structure (ORCA input):
```
! wB97M-V def2-TZVPD RIJCOSX def2/J DEFGRID3
* xyz 0 1
C -1.784 -3.147 0.638
C -1.233 -1.780 0.635
C -0.791 -0.653 0.618
C -0.250 0.694 0.357
C 1.185 0.753 -0.148
C 1.490 1.791 -1.148
N 1.664 2.077 0.270
H -1.496 -3.697 -0.266
H -2.880 -3.134 0.671
H -1.436 -3.727 1.500
H -0.048 1.486 1.123
H -0.923 1.170 -0.369
H 1.816 -0.129 -0.040
H 0.640 2.281 -1.623
H 2.386 1.718 -1.753
H 2.625 2.140 0.578
*
```

HOMO-LUMO gap = 10.3 eV
SMILES = CC#CC[C@H]1CN1
ΔE to the lowest compared entry with this formula, charge and spin = 337.4 kJ/mol

The following is a quantum chemistry calculation of one molecule with the formula C6H9N, from OMol25.

Structure (ORCA input):
```
! wB97M-V def2-TZVPD RIJCOSX def2/J DEFGRID3
* xyz 0 1
C 2.876 0.955 1.490
C 1.810 0.133 1.394
C 0.510 -0.049 0.922
C 0.034 -0.751 -0.296
C -1.453 -0.512 -0.485
C -1.931 0.637 -1.280
N -2.018 -0.726 -1.810
H 2.950 1.938 1.040
H 3.655 0.668 2.194
H 1.837 -0.501 2.293
H 0.213 -1.831 -0.129
H 0.586 -0.522 -1.226
H -2.053 -0.787 0.383
H -1.207 1.272 -1.788
H -2.838 1.146 -0.961
H -2.971 -1.070 -1.741
*
```

HOMO-LUMO gap (spin up / spin down) = 7.4 / 7.4 eV
ΔE to the lowest compared entry with this formula, charge and spin = 563.5 kJ/mol

The following is a quantum chemistry calculation of C6H9N as an isolated structure, from OMol25.

Structure (ORCA input):
```
! wB97M-V def2-TZVPD RIJCOSX def2/J DEFGRID3
* xyz 0 1
C -1.073 0.832 1.840
N -0.922 0.532 0.569
C -0.858 1.156 -0.623
C 1.318 -0.165 -1.015
C 0.973 -1.065 0.195
C -0.518 -0.769 -0.014
C -0.215 0.002 -1.324
H -1.164 1.872 2.123
H 1.787 0.786 -0.744
H -1.135 0.026 2.556
H -0.830 2.234 -0.746
H 1.919 -0.650 -1.788
H 1.375 -0.796 1.177
H 1.188 -2.120 -0.002
H -1.277 -1.546 0.099
H -0.569 -0.329 -2.303
*
```

HOMO-LUMO gap = 7.7 eV
ΔE to the lowest compared entry with this formula, charge and spin = 373.1 kJ/mol

The following is a quantum chemistry calculation of C6H9N as an isolated structure at a distorted geometry, from OMol25.

Structure (ORCA input):
```
! wB97M-V def2-TZVPD RIJCOSX def2/J DEFGRID3
* xyz 0 1
C 1.155 0.004 1.219
C 0.485 -0.043 -0.151
C -0.702 -0.996 -0.275
C -1.504 0.149 0.112
C -2.003 1.055 0.793
C 0.150 1.236 -0.971
N 1.238 0.339 -1.314
H 0.499 -0.342 2.029
H 1.464 1.024 1.463
H 2.050 -0.636 1.219
H -0.801 -1.785 0.482
H -0.831 -1.401 -1.284
H -2.921 0.787 1.275
H -0.605 1.326 -1.767
H 0.269 2.167 -0.421
H 2.102 0.752 -0.992
*
```

HOMO-LUMO gap = 9.6 eV
ΔE to the lowest compared entry with this formula, charge and spin = 523.0 kJ/mol

The following is a quantum chemistry calculation of one molecule with the formula C6H9N at a distorted geometry, from OMol25.

Structure (ORCA input):
```
! wB97M-V def2-TZVPD RIJCOSX def2/J DEFGRID3
* xyz 0 1
C 2.904 0.407 2.381
C 1.873 0.178 1.389
C 1.012 -0.021 0.579
C -0.020 -0.226 -0.413
C -1.398 -0.324 0.200
N -2.492 -0.398 -0.412
C -2.506 -0.037 -1.804
H 2.877 1.448 2.713
H 3.889 0.194 1.957
H 2.733 -0.243 3.242
H 0.152 -1.185 -0.921
H 0.088 0.565 -1.162
H -1.493 -0.377 1.275
H -1.662 -0.414 -2.406
H -2.447 1.070 -1.831
H -3.471 -0.450 -2.088
*
```

HOMO-LUMO gap = 10.1 eV
SMILES = CC#CC/C=N\C
ΔE to the lowest compared entry with this formula, charge and spin = 268.8 kJ/mol

The following is a quantum chemistry calculation of one molecule with the formula C6H9N at a distorted geometry, from OMol25.

Structure (ORCA input):
```
! wB97M-V def2-TZVPD RIJCOSX def2/J DEFGRID3
* xyz 0 1
C -1.491 0.681 0.412
C -2.180 0.657 -0.689
C 1.686 1.613 -0.036
C -0.386 0.105 1.254
C 0.752 -0.398 0.304
C 0.505 -1.781 -0.329
N 1.771 0.363 0.135
H -1.903 -0.028 -1.624
H -2.762 1.556 -0.892
H 2.629 2.143 -0.074
H 0.714 2.185 0.110
H 0.196 0.916 1.696
H -0.746 -0.666 1.893
H -0.520 -1.764 -0.635
H 0.837 -2.669 0.190
H 0.937 -1.616 -1.341
*
```

HOMO-LUMO gap (spin up / spin down) = 8.0 / 7.4 eV
ΔE to the lowest compared entry with this formula, charge and spin = 569.9 kJ/mol